[1]
ORCA calculation (wB97M-V/def2-TZVPD) on a structure of composition ArH24O12 at a distorted geometry.

As for the maximum force: 1.1 eV/A. For the total energy, the calculation gives -39315.158 eV. The orbital gap comes out at 10.4 eV.

Each line ends with the Mulliken charge.
Geometry (Å):
Ar -0.534 -0.401 -0.220  -0.013
O -1.029 2.628 -1.997  -0.690
H -0.272 2.150 -1.661  0.313
H -1.733 1.980 -2.019  0.419
O -0.758 -1.646 3.133  -0.704
H -1.584 -1.187 3.286  0.281
H -0.097 -0.955 3.124  0.418
O 2.058 -2.938 -0.843  -0.747
H 2.547 -3.758 -0.913  0.307
H 1.458 -3.078 -0.111  0.359
O -2.493 0.377 -2.886  -0.642
H -2.504 1.121 -3.487  0.315
H -1.821 -0.206 -3.239  0.318
O 1.226 -3.091 -3.506  -0.654
H 1.992 -2.824 -4.015  0.312
H 1.461 -2.895 -2.599  0.406
O 0.160 -3.661 1.313  -0.701
H 0.737 -4.186 1.867  0.323
H -0.095 -2.922 1.866  0.355
O 1.737 1.619 -1.521  -0.756
H 1.602 1.465 -2.456  0.336
H 2.129 2.491 -1.475  0.283
O -1.284 1.550 2.501  -0.621
H -1.005 2.258 1.920  0.347
H -1.986 1.934 3.026  0.290
O -0.613 3.713 0.704  -0.700
H -0.700 3.371 -0.185  0.389
H 0.259 4.107 0.725  0.310
O 0.818 0.303 3.961  -0.703
H 0.199 0.790 3.418  0.371
H 1.680 0.547 3.622  0.344
O 3.148 -0.420 -0.289  -0.656
H 2.783 -1.253 -0.587  0.392
H 2.654 0.244 -0.772  0.412
O -3.644 1.210 0.139  -0.623
H -3.698 0.427 -0.408  0.328
H -2.800 1.134 0.585  0.280

=====

[2]
ORCA calculation (wB97M-V/def2-TZVPD) on a structure of composition As3F18Ti at a distorted geometry.

As for the maximum force: 2.9 eV/A. As for the net charge: -2. For the total energy, the calculation gives -254554.598 eV. As for the multiplicity: 4. The orbital gap (spin up / spin down) comes out at 6.9 / 9.3 eV.

Each line ends with the Mulliken charge.
Geometry (Å):
Ti 0.016 1.760 0.464  1.005
As -2.434 4.083 -4.144  1.978
F -3.277 3.353 -5.556  -0.480
F -3.151 5.672 -4.565  -0.488
F -1.776 4.808 -2.616  -0.515
F -1.596 2.551 -3.617  -0.510
F -0.927 4.579 -5.042  -0.492
F -3.954 3.681 -3.218  -0.495
As 5.579 -2.274 0.661  1.981
F 4.496 -3.681 0.516  -0.477
F 5.697 -2.190 -1.156  -0.504
F 6.621 -0.786 0.884  -0.511
F 5.362 -2.337 2.433  -0.486
F 7.059 -3.325 0.616  -0.502
F 4.146 -1.241 0.721  -0.502
As -3.190 -2.112 3.384  1.959
F -2.074 -0.766 3.854  -0.499
F -1.929 -3.153 4.313  -0.514
F -4.057 -3.494 2.702  -0.464
F -4.336 -1.048 2.595  -0.456
F -2.056 -2.106 1.906  -0.533
F -4.220 -1.974 4.865  -0.494

=====

[3]
ORCA calculation (wB97M-V/def2-TZVPD) on a structure of composition AsF6H18O9 at a distorted geometry.

As for the maximum force: 2.6 eV/A. As for the net charge: -1. For the total energy, the calculation gives -95869.952 eV. The orbital gap comes out at 10.4 eV.

Each line ends with the Mulliken charge.
Geometry (Å):
As 0.045 -0.060 -0.076  2.144
F -1.518 0.442 0.569  -0.482
F 0.664 -0.211 1.660  -0.511
F 1.547 -0.684 -0.773  -0.525
F -0.574 0.039 -1.714  -0.526
F 0.698 1.602 -0.223  -0.511
F -0.555 -1.759 0.071  -0.597
O -3.057 -3.139 -0.768  -0.649
H -3.454 -3.029 0.096  0.285
H -2.166 -2.804 -0.668  0.377
O -2.405 3.029 0.796  -0.597
H -2.497 3.905 0.421  0.287
H -2.258 2.459 0.042  0.287
O 1.991 3.437 -1.905  -0.641
H 1.201 3.103 -1.481  0.366
H 2.602 3.595 -1.185  0.289
O -0.229 0.291 4.298  -0.616
H -0.957 0.646 4.808  0.280
H -0.314 0.704 3.439  0.323
O 0.020 1.449 -3.731  -0.654
H 0.694 0.828 -4.009  0.281
H -0.550 0.941 -3.154  0.397
O 3.322 -0.606 3.033  -0.697
H 2.409 -0.323 2.991  0.349
H 3.581 -0.718 2.118  0.387
O 0.723 -3.815 -1.510  -0.645
H 0.552 -3.103 -0.895  0.347
H 1.654 -3.734 -1.718  0.297
O -4.420 0.515 -0.324  -0.615
H -4.121 0.613 0.581  0.303
H -4.749 -0.382 -0.372  0.298
O 3.960 -0.962 0.225  -0.614
H 4.740 -1.422 -0.083  0.274
H 3.425 -0.845 -0.560  0.310

=====

[4]
ORCA calculation (wB97M-V/def2-TZVPD) on a structure of composition AsF6H24O12 at a distorted geometry.

As for the maximum force: 2.6 eV/A. As for the net charge: -2. For the total energy, the calculation gives -102108.822 eV. As for the multiplicity: 2. The orbital gap (spin up / spin down) comes out at 3.9 / 9.2 eV.

Each line ends with the Mulliken charge.
Geometry (Å):
As -0.160 0.033 -0.130  1.204
F -0.354 0.682 1.588  -0.543
F -0.080 1.618 -0.860  -0.433
F 0.001 -0.643 -1.823  -0.526
F -0.366 -1.667 0.593  -0.478
F -1.969 0.071 -0.278  -0.534
F 1.643 -0.108 0.120  -0.519
O 0.693 -3.413 -2.459  -0.660
H 0.432 -2.502 -2.595  0.336
H -0.105 -3.849 -2.161  0.296
O 4.475 -0.169 1.604  -0.625
H 3.750 -0.743 1.853  0.302
H 4.523 0.476 2.310  0.303
O 1.296 -1.938 3.288  -0.664
H 0.974 -1.367 2.591  0.307
H 2.024 -2.416 2.890  0.295
O -1.647 0.178 3.878  -0.753
H -2.488 -0.148 3.557  0.433
H -1.107 0.265 3.092  0.389
O -4.104 1.436 -1.426  -0.669
H -4.416 1.295 -0.532  0.284
H -3.335 0.871 -1.504  0.373
O 3.273 -0.369 -2.353  -0.664
H 2.729 -0.529 -1.582  0.303
H 3.651 -1.224 -2.561  0.277
O -3.905 -0.838 2.770  -0.635
H -3.923 -0.807 1.814  0.289
H -4.748 -1.221 3.013  0.266
O 2.026 2.148 -2.711  -0.610
H 1.129 1.872 -2.523  0.219
H 2.574 1.470 -2.316  0.406
O -0.272 -4.344 1.627  -0.693
H 0.022 -4.227 2.531  0.316
H -0.137 -3.489 1.218  0.402
O -1.282 3.283 1.814  -0.743
H -0.957 2.383 1.798  0.401
H -1.234 3.572 0.902  0.398
O -0.666 4.459 -0.711  -0.717
H -0.986 4.068 -1.524  0.314
H 0.239 4.155 -0.639  0.336
O 0.609 0.404 -4.883  -0.677
H 1.375 0.765 -5.329  0.290
H 0.801 0.509 -3.952  0.400

=====

[5]
ORCA calculation (wB97M-V/def2-TZVPD) on a structure of composition AsF6H30O15 at a distorted geometry.

As for the maximum force: 3.3 eV/A. For the total energy, the calculation gives -108342.257 eV. As for the multiplicity: 2. The orbital gap (spin up / spin down) comes out at 9.1 / 2.3 eV.

Each line ends with the Mulliken charge.
Geometry (Å):
As -0.040 0.541 -0.156  1.813
F 0.206 2.291 -0.105  -0.412
F 1.614 0.204 -0.755  -0.473
F -0.347 -1.230 -0.363  -0.374
F -1.684 0.713 0.573  -0.401
F -0.657 0.763 -1.873  -0.492
F 0.572 0.377 1.498  -0.357
O 3.771 -0.516 -2.968  -0.622
H 4.561 -0.485 -3.508  0.267
H 3.797 0.294 -2.458  0.297
O -2.220 -2.629 -1.794  -0.605
H -1.714 -2.862 -2.572  0.322
H -1.568 -2.309 -1.171  0.259
O 1.288 3.637 -2.874  -0.628
H 1.841 3.930 -2.150  0.287
H 1.107 2.717 -2.680  0.313
O -0.238 5.218 0.298  -0.383
H 0.361 4.472 0.324  0.329
H 0.246 5.929 0.717  0.377
O -0.949 -0.565 4.298  -0.628
H -0.835 -1.102 5.083  0.305
H -0.760 -1.159 3.572  0.360
O -3.173 -1.617 1.648  -0.552
H -3.499 -0.963 2.267  0.316
H -2.333 -1.895 2.013  0.337
O 1.272 -3.953 -2.232  -0.645
H 0.895 -3.085 -2.087  0.285
H 0.727 -4.340 -2.917  0.306
O -0.537 -2.583 2.436  -0.780
H 0.345 -2.766 2.759  0.278
H -0.604 -3.085 1.624  0.247
O 2.378 -0.310 3.373  -0.656
H 1.582 -0.145 2.867  0.375
H 2.650 0.554 3.682  0.284
O 0.150 3.450 2.591  -0.300
H 0.617 2.929 1.938  0.325
H -0.645 2.950 2.774  0.488
O 1.018 -1.216 -3.377  -0.572
H 1.894 -0.893 -3.163  0.380
H 0.443 -0.465 -3.234  0.214
O -1.958 1.683 3.451  -0.678
H -2.126 1.407 2.550  0.325
H -1.417 0.984 3.819  0.487
O 4.244 -1.843 -0.193  -0.618
H 4.791 -2.220 -0.882  0.307
H 3.350 -2.081 -0.438  0.312
O -4.241 0.501 -0.556  -0.654
H -3.424 0.462 -0.058  0.282
H -4.099 -0.089 -1.296  0.308
O -2.116 0.183 -3.805  -0.698
H -2.915 -0.220 -3.465  0.303
H -1.625 0.439 -3.024  0.442

=====

[6]
ORCA calculation (wB97M-V/def2-TZVPD) on a structure of composition AsF8O6PSn2V2 at a distorted geometry.

As for the maximum force: 9.8 eV/A. As for the net charge: +4. For the total energy, the calculation gives -167139.890 eV. The orbital gap comes out at 3.1 eV.

Each line ends with the Mulliken charge.
Geometry (Å):
O -1.150 4.165 -3.280  -0.365
V -0.553 2.798 -3.790  1.588
O 1.004 3.215 -4.160  -0.366
O 2.703 -0.256 3.157  -0.406
V 2.684 0.644 1.873  1.773
O 3.724 1.774 1.938  -0.435
Sn 0.651 -2.377 -3.054  1.976
Sn -3.717 0.009 -0.763  1.884
As -0.948 -2.165 1.669  1.787
F -2.177 -0.973 1.474  -0.410
F 0.346 -0.918 1.712  -0.410
F 0.241 -3.532 1.770  -0.453
F -2.186 -3.476 1.693  -0.442
F -0.707 -2.360 -0.099  -0.497
F -1.093 -2.148 3.454  -0.401
O 0.203 2.074 -1.879  -0.353
P 0.302 1.237 -0.668  0.446
O 1.286 1.356 0.433  -0.532
F 0.570 -0.189 -1.361  -0.188
F -1.182 1.123 -0.119  -0.195